[1]
53
Properties=species:S:1:pos:R:3:forces:R:3:nbo_charge:R:1 method="wB97M-V/def2-TZVPD" homo_energy_ev=-8.724 multiplicity=1 e_above_lowest_kcal_mol=382.7 lumo_energy_ev=-1.6 total_charge=0
C -2.7036 -4.0175 -0.6280 2.8 -0.8 -8.8 -0.61
C -1.4627 -3.0576 -0.9990 -2.0 -4.3 -0.8 -0.06
H -0.6014 -3.1830 -0.3774 0.6 -0.4 0.4 0.18
H -1.2599 -3.1223 -2.0711 0.5 -0.9 0.1 0.18
O -1.9894 -1.8704 -0.9301 -1.1 7.5 5.3 -0.55
C -2.0111 -1.3229 0.5271 1.2 -2.3 1.1 0.83
O -1.6585 -2.0250 1.5711 -2.0 3.8 -6.5 -0.60
C -2.4860 0.2164 0.4873 -0.8 -2.0 3.9 -0.11
C -2.3935 1.0153 -0.7892 1.5 2.1 2.8 -0.43
H -2.8122 0.4279 -1.5142 -1.2 -0.7 -2.4 0.25
C -0.9329 1.3973 -1.0471 -1.9 -7.8 -6.9 -0.19
N -0.2940 1.9557 -0.0833 5.6 3.9 6.3 -0.62
S 1.2901 2.3804 -0.4885 -2.9 12.3 3.4 2.25
O 1.0789 3.4220 -1.5272 0.7 -3.6 -0.8 -0.90
O 1.7463 3.1984 0.6748 -0.1 -2.8 -0.3 -0.97
C 2.2642 1.1553 -0.6440 4.5 -6.4 -3.1 -0.70
C 3.1428 0.5157 0.2329 -6.9 8.7 2.2 0.01
C 3.9675 -0.5170 0.1685 2.5 -1.8 -4.9 -0.17
C 4.2155 -1.1383 -1.1287 -3.0 1.4 3.6 -0.10
C 4.9486 -2.2726 -0.9888 -2.7 -2.8 -12.1 -0.24
C 5.7085 -2.6394 -0.0930 5.3 -0.5 11.9 -0.16
C 5.5400 -1.7735 1.3034 -7.3 -0.6 -12.6 -0.10
C 4.7844 -0.6803 1.2495 -0.1 -1.0 4.2 -0.18
H 4.6534 -0.1471 2.2641 0.1 -0.2 -2.1 0.24
H 6.2590 -1.9402 1.7684 10.7 -2.6 8.8 0.15
H 6.5161 -3.4520 -0.0493 -1.8 1.2 -0.3 0.24
H 5.0618 -3.1007 -2.0059 -0.6 2.8 2.5 0.19
H 3.5486 -0.8466 -1.9618 0.9 -0.5 0.4 0.24
H 3.0005 1.1463 1.2503 0.8 -1.8 -1.9 0.25
H 2.2847 0.8058 -1.7127 -0.3 0.2 0.9 0.24
C -0.1926 1.2214 1.2006 -4.7 -0.4 -1.4 -0.25
C -1.6771 0.8734 1.5775 3.1 -1.8 2.6 -0.41
H -1.6200 0.3329 2.6310 -0.3 0.3 -2.4 0.24
H -2.1176 1.7405 1.8965 -1.3 2.6 0.3 0.21
H 0.3175 1.6314 1.9875 0.8 2.5 1.6 0.24
H 0.3350 0.3367 1.1644 1.1 -2.7 -1.3 0.18
H -0.7543 1.8526 -2.1099 -0.4 -0.6 2.2 0.26
H -0.4104 0.2452 -1.0236 -1.1 1.7 -1.4 0.10
H -2.8218 2.0106 -0.5318 -0.8 -0.7 -0.6 0.21
C -4.0530 0.2228 1.1661 4.3 -6.3 -1.6 -0.38
C -4.7825 -0.6070 0.2138 -5.3 0.5 -3.0 -0.26
C -5.7491 0.4008 -0.6834 3.0 -8.7 -7.6 -0.36
C -6.4410 -0.3810 0.2309 0.4 -2.0 2.0 -0.44
H -7.0464 -1.3070 0.0002 0.6 1.6 0.1 0.24
H -6.7998 0.3402 0.9415 -0.5 -0.7 1.4 0.22
H -5.6047 -0.1047 -1.9378 -1.0 1.5 3.6 0.16
H -5.3905 1.2880 -0.8284 1.1 5.5 0.3 0.21
H -4.4056 -1.6456 -0.2639 -1.0 2.9 1.3 0.26
H -4.2652 1.1915 1.2046 -1.4 3.8 0.6 0.21
H -4.0926 -0.4293 2.0418 0.8 1.2 0.9 0.23
H -3.0177 -3.9054 0.2854 -1.4 0.0 5.2 0.20
H -3.5903 -3.7409 -1.3874 2.0 -0.5 1.6 0.19
H -2.2417 -4.9706 -1.0248 -1.4 0.1 1.3 0.21

[2]
57
Properties=species:S:1:pos:R:3:forces:R:3:nbo_charge:R:1 method="wB97M-V/def2-TZVPD" homo_energy_ev=-1.236 multiplicity=1 e_above_lowest_kcal_mol=8.8 lumo_energy_ev=4.9 total_charge=-2
Pd -0.3456 -0.9097 0.3274 0.0 0.9 0.0 0.13
O -0.8091 -0.3371 -4.9445 0.2 0.1 0.3 -0.78
C -1.0872 0.9165 -4.8171 0.1 -0.2 0.1 0.40
C -1.7751 1.6244 -5.8467 0.0 0.1 0.0 -0.33
C -2.1002 2.9578 -5.7253 0.1 0.0 0.1 -0.20
C -1.7631 3.6790 -4.5737 0.0 0.0 0.0 -0.36
C -1.0875 3.0222 -3.5573 0.0 -0.1 0.0 -0.09
C -0.7352 1.6764 -3.6488 0.0 0.0 0.0 -0.27
C -0.0108 1.0222 -2.5198 0.0 0.1 0.0 0.57
O 0.2447 -0.2693 -2.6244 -0.2 -0.5 -0.8 -0.70
N 0.3431 1.7355 -1.5114 -0.2 0.3 0.1 -0.45
N 0.8786 1.0894 -0.3902 -0.1 -0.4 -0.5 -0.33
C 1.8814 1.7254 0.0738 0.2 -0.1 0.5 0.11
C 2.6059 1.4906 1.3242 0.0 0.0 -0.1 -0.25
C 3.4747 2.5095 1.7279 0.0 0.0 0.0 -0.15
C 4.1949 2.4728 2.9105 0.0 0.0 0.0 -0.36
C 4.0417 1.3500 3.7359 -0.1 0.0 -0.2 -0.22
C 3.2171 0.3119 3.3667 0.0 0.1 0.0 -0.29
C 2.4650 0.3066 2.1391 0.0 0.0 0.0 0.42
O 1.7477 -0.6864 1.8243 -0.1 0.0 0.2 -0.78
H -0.1192 -0.5624 -3.5593 0.0 0.3 0.4 0.52
H -2.0442 1.0650 -6.7367 0.0 0.0 0.0 0.19
H -2.6307 3.4548 -6.5326 0.0 0.0 0.0 0.18
H -2.0279 4.7258 -4.4781 0.0 0.0 0.0 0.18
H -0.8049 3.5447 -2.6509 0.0 0.0 0.0 0.21
H 2.2183 2.5938 -0.4969 0.0 0.1 0.0 0.15
H 3.5726 3.3765 1.0782 0.0 0.0 0.0 0.18
H 4.8508 3.2890 3.1888 0.0 0.0 0.0 0.18
H 4.5819 1.2974 4.6756 0.0 0.0 0.0 0.18
H 3.1095 -0.5649 3.9975 0.0 0.0 0.0 0.19
C 1.6829 -5.1670 -0.7003 0.1 -0.1 -0.2 -1.04
Sb 1.2208 -3.0396 -0.2454 -0.1 -0.7 0.0 1.07
C -0.7214 -3.2055 -1.2169 0.1 0.1 0.0 -0.99
C 0.3733 -3.6661 1.6604 0.2 0.0 0.0 -1.01
H 0.7845 -5.7973 -0.6647 0.1 0.1 0.0 0.20
H 2.4123 -5.5444 0.0299 -0.1 0.1 -0.1 0.20
H 2.1313 -5.2456 -1.7003 -0.1 0.0 0.2 0.20
H -1.2154 -4.1218 -0.8911 0.0 0.0 0.0 0.20
H -0.6334 -3.1723 -2.3031 0.0 0.0 0.0 0.22
H -1.3304 -2.3390 -0.9062 -0.2 -0.2 -0.2 0.23
H 0.2173 -4.7487 1.6725 0.0 0.0 0.0 0.20
H -0.5885 -3.1597 1.7411 -0.1 0.0 0.1 0.23
H 1.0118 -3.3599 2.4898 0.0 0.0 -0.1 0.22
C -1.0272 -0.6906 3.4043 0.0 0.2 -0.1 -1.01
As -2.2318 -0.1192 1.9913 -0.2 0.0 0.2 1.91
C -1.7807 1.6473 1.3302 0.0 0.0 0.1 -1.00
C -3.7915 0.3411 3.1099 0.0 0.0 0.0 -1.02
O -2.8285 -1.2637 0.9433 0.1 0.0 0.0 -1.15
H -1.0272 0.0617 4.1981 -0.1 0.0 0.0 0.21
H -0.0249 -0.7995 2.9973 0.2 -0.1 0.0 0.30
H -1.3906 -1.6422 3.7845 -0.1 -0.1 0.0 0.23
H -2.4041 2.4033 1.8140 0.0 -0.1 0.0 0.21
H -1.9301 1.6530 0.2537 0.0 0.0 -0.1 0.27
H -0.7291 1.8290 1.5263 0.1 0.1 0.0 0.26
H -3.5210 1.0167 3.9265 0.0 0.0 -0.1 0.20
H -4.1937 -0.5872 3.5159 0.0 0.0 0.0 0.22
H -4.5519 0.8099 2.4829 0.0 0.0 0.0 0.22

[3]
76
Properties=species:S:1:pos:R:3:forces:R:3:mulliken_charge:R:1 method="wB97M-V/def2-TZVPD" homo_energy_ev=-15.162 multiplicity=1 lumo_energy_ev=-7.7 total_charge=+2
Bi -0.1694 0.4174 -0.7338 -0.5 -0.4 -0.2 3.71
C 4.2046 1.7442 -1.4867 0.0 0.1 0.0 -2.17
C 2.8220 1.5935 -0.9629 0.0 0.1 0.0 0.81
N 2.0245 0.6616 -1.3397 0.1 0.2 0.0 0.54
O 2.5023 -0.3885 -2.0583 0.0 -0.1 0.1 -0.50
B 3.0805 -1.3943 -1.0719 -0.1 0.0 0.0 0.67
F 3.4780 -2.4674 -1.7683 0.0 0.0 0.0 -0.31
F 4.0266 -0.7549 -0.2829 0.1 -0.1 0.1 -0.39
O 2.0091 -1.9011 -0.0678 0.0 -0.1 -0.2 -0.57
N 1.3880 -1.0308 0.7141 0.0 0.1 0.2 1.65
C 1.5917 -1.1933 1.9784 0.2 0.0 -0.2 -0.85
C 2.5435 -2.1932 2.5511 0.0 0.0 0.0 -2.05
C 0.9727 -0.1541 2.8081 0.0 0.0 0.0 0.31
N -0.3037 0.1299 2.6721 -0.1 -0.1 0.1 0.91
O -0.8499 1.2622 3.0658 0.2 0.0 0.2 -0.59
B -0.2078 2.7175 2.5777 0.3 -0.2 0.1 0.49
F -1.1266 3.1995 1.6462 0.1 0.2 0.0 -0.41
F -0.1561 3.4009 3.7279 -0.1 0.0 0.0 -0.26
O 1.1219 2.5689 2.0322 -0.2 0.4 0.0 -0.43
N 1.3226 2.0255 0.7907 0.0 0.0 0.1 0.55
C 2.3709 2.4561 0.1912 0.1 -0.2 -0.1 -0.04
C 3.2477 3.5627 0.6652 0.0 0.0 0.0 -2.01
C 1.8014 0.5646 3.8065 0.0 0.0 -0.1 -1.73
H 4.3510 1.1034 -2.3505 0.0 0.0 0.0 0.40
H 4.9312 1.4639 -0.7231 0.0 0.0 0.0 0.34
H 4.3771 2.7882 -1.7522 0.0 0.0 0.0 0.60
H 2.5606 -3.0757 1.9154 0.0 0.0 0.0 0.45
H 2.2727 -2.4746 3.5695 0.0 0.0 0.0 0.56
H 3.5543 -1.7794 2.5664 0.0 0.0 0.0 0.35
H 3.4627 4.2435 -0.1593 0.0 0.0 0.0 0.46
H 2.7803 4.1072 1.4786 0.0 0.0 0.0 0.49
H 4.2057 3.1672 1.0086 0.0 0.0 0.0 0.34
H 2.2457 -0.2156 4.4346 0.0 0.0 0.0 0.55
H 1.2197 1.2534 4.4113 0.0 0.0 0.0 0.31
H 2.6229 1.0976 3.3304 0.0 0.0 0.0 0.26
O -2.3289 1.2672 0.5924 -0.3 -0.2 0.0 -0.54
C -3.0902 0.6827 1.6264 0.0 -0.1 -0.1 -1.67
C -2.5500 -0.6670 2.0473 0.0 0.0 -0.1 1.75
C -3.4297 -1.7337 2.0258 0.0 0.0 0.0 -1.12
C -3.0782 -2.9983 2.4592 0.0 0.0 0.0 -0.40
C -1.7958 -3.1983 2.9442 0.1 0.0 -0.1 -0.96
C -0.9284 -2.1445 2.9569 0.0 -0.1 0.1 0.24
N -1.2817 -0.9202 2.4882 0.0 0.2 -0.1 0.42
H -2.0284 2.1367 0.9109 0.0 0.0 0.0 0.39
H -4.1016 0.4994 1.2677 0.0 0.0 0.0 0.56
H -3.1517 1.3349 2.4966 0.0 0.0 0.0 0.42
H -4.4238 -1.5463 1.6472 0.0 0.0 0.0 0.48
H -3.7953 -3.8076 2.4306 0.0 0.0 0.0 0.48
H -1.4580 -4.1537 3.3180 0.0 0.0 0.0 0.51
H 0.0601 -2.2495 3.3698 -0.1 0.0 0.0 0.52
C -3.1857 2.6264 -4.9039 0.0 0.0 0.0 -0.88
O -2.4149 1.5385 -4.3455 0.0 0.0 0.0 -0.33
C -1.5883 1.7251 -3.3551 0.0 0.0 -0.1 0.40
O -0.9693 0.7433 -2.9171 0.1 0.1 0.1 -0.60
N -1.4409 2.9712 -2.8470 0.1 -0.1 0.0 -0.22
N -0.4826 3.1613 -1.8396 0.0 0.0 0.0 -0.56
H -3.8382 2.1637 -5.6344 0.0 0.0 0.0 0.26
H -2.5256 3.3336 -5.4062 0.0 0.0 0.0 0.36
H -3.7828 3.1065 -4.1294 0.0 0.0 0.0 0.38
H -1.8050 3.7748 -3.3349 0.0 0.0 0.0 0.26
H -0.8650 3.7827 -1.1338 0.0 0.0 0.0 0.30
H 0.3456 3.5972 -2.2359 0.0 0.0 0.0 0.30
C -0.3807 -2.4569 -3.1159 0.1 0.0 0.0 -1.82
C -1.0390 -2.6142 -1.7526 -0.1 0.0 0.0 0.77
O -0.7883 -1.5805 -0.8487 0.2 0.1 -0.1 -0.46
C -2.5772 -2.6662 -1.9179 -0.1 0.1 0.0 0.34
F -2.9738 -3.4104 -2.9407 0.0 0.0 0.0 -0.27
F -3.0496 -1.4159 -2.1134 0.0 -0.1 0.0 -0.14
F -3.1860 -3.1314 -0.8035 0.0 0.1 0.0 -0.22
C -0.5392 -3.9382 -1.1165 0.0 0.0 -0.1 0.11
F -0.7777 -3.9738 0.2126 0.0 0.0 0.1 -0.12
F -1.1534 -4.9918 -1.6632 0.0 0.0 0.0 -0.29
F 0.7719 -4.0872 -1.2807 0.0 0.0 0.0 -0.26
H -0.7948 -1.5976 -3.6335 0.0 0.1 0.0 0.36
H -0.5487 -3.3418 -3.7283 0.0 0.0 0.0 0.53
H 0.6922 -2.3257 -2.9812 0.0 0.0 0.0 0.30

[4]
77
Properties=species:S:1:pos:R:3:forces:R:3:mulliken_charge:R:1 method="wB97M-V/def2-TZVPD" homo_energy_ev=-11.203 multiplicity=1 lumo_energy_ev=-1.8 total_charge=0
Be -8.5180 -4.4575 -7.6024 -0.8 0.6 0.4 1.10
B -7.5853 -2.2730 -8.7751 -0.8 0.7 -0.1 0.29
F -8.7006 -1.9598 -7.9596 -0.1 -0.3 0.0 -0.19
F -6.7386 -3.0089 -7.9360 0.3 -1.4 0.8 -0.33
F -8.0681 -3.2674 -9.6841 -0.2 -0.3 0.2 -0.34
F -7.0134 -1.1596 -9.2961 0.0 -0.4 -0.3 -0.29
C -11.1621 -4.2440 -4.2058 0.5 -0.6 -0.7 0.59
F -10.9226 -5.4074 -3.6333 -0.3 0.1 0.3 -0.15
F -12.3478 -3.7667 -3.9043 -0.1 -0.1 0.1 -0.20
F -10.2274 -3.3812 -3.8232 -0.2 0.1 0.0 -0.23
S -11.0602 -4.4406 -6.0960 0.3 1.4 0.4 0.93
O -12.3751 -4.6983 -6.5762 0.0 -0.5 0.2 -0.59
O -10.4458 -3.2035 -6.5047 0.8 -0.2 -0.4 -0.45
N -9.9221 -5.6129 -6.4438 -0.4 1.7 -0.2 0.17
S -10.8020 -6.9762 -6.6045 -0.2 -2.6 -1.2 0.35
O -11.6574 -7.2434 -5.4876 0.5 0.4 0.3 -0.07
O -11.3619 -7.1626 -7.9033 0.3 0.2 -0.2 -0.57
C -9.4656 -8.2743 -6.4841 0.4 1.2 0.9 0.21
F -8.7948 -8.0723 -5.3365 -0.1 -0.2 0.1 -0.23
F -10.0081 -9.4788 -6.4442 -0.1 -0.1 -0.3 -0.15
F -8.5747 -8.1719 -7.4584 -0.2 -0.3 -0.3 -0.20
C -13.2074 -1.8191 -8.8247 0.6 -0.3 -0.4 -0.34
C -13.7124 -3.0092 -9.5077 -0.3 0.3 0.3 0.28
N -14.1403 -3.9095 -10.0718 0.0 -0.3 -0.1 -0.43
H -13.9926 -1.1332 -8.5239 -0.1 -0.1 -0.1 0.33
H -12.5371 -1.3451 -9.5432 0.0 0.3 0.2 0.28
H -12.6054 -2.1147 -7.9668 -0.1 0.0 0.1 -0.11
C -7.3321 -7.9701 -2.5994 0.3 0.7 1.1 -0.75
C -8.5690 -7.4595 -2.0061 0.0 -0.3 -0.6 0.51
N -9.5032 -7.0086 -1.5178 -0.2 0.1 0.1 -0.52
H -7.3868 -8.9104 -3.1299 -0.3 0.0 -0.1 0.20
H -6.6868 -8.0759 -1.7227 0.3 -0.3 -0.3 0.38
H -6.9068 -7.1807 -3.2160 0.0 -0.2 -0.2 0.22
C -10.3017 0.5896 -5.8168 0.9 -0.3 0.0 -0.38
C -9.9815 0.7257 -4.3983 -0.4 0.0 -0.2 0.32
N -9.7406 0.8314 -3.2828 0.1 0.0 0.2 -0.45
H -10.6126 -0.4315 -6.0344 -0.4 0.1 0.1 -0.07
H -9.3563 0.6895 -6.3552 -0.1 0.2 -0.2 0.24
H -11.0029 1.3491 -6.1448 -0.1 -0.1 0.0 0.34
C -7.5369 -3.2966 -2.7585 0.3 -0.5 -0.3 -0.88
C -7.5401 -3.6222 -4.1829 0.0 0.8 0.1 0.36
N -7.5304 -3.8382 -5.3056 -0.5 -0.7 -1.1 -0.29
H -7.9819 -2.3350 -2.5172 -0.2 0.0 -0.3 0.30
H -6.4939 -3.2726 -2.4459 -0.1 -0.2 0.2 0.36
H -8.0985 -4.1042 -2.2878 0.2 0.1 0.4 0.24
C -11.9274 -9.5204 -3.0065 0.4 1.1 0.6 0.00
C -13.1156 -9.0432 -2.3039 0.0 -0.2 -0.4 0.19
N -14.0510 -8.6572 -1.7654 -0.1 0.1 0.1 -0.45
H -11.8550 -10.6010 -2.9767 0.0 0.0 -0.2 0.41
H -11.0882 -9.0382 -2.4930 0.1 -0.5 0.2 0.02
H -11.8568 -9.0558 -3.9875 -0.4 -0.5 -0.3 -0.17
C -14.8564 -6.9741 -5.3449 -0.2 -1.2 -0.6 -0.03
C -15.4034 -8.2088 -5.9358 0.0 0.7 -0.3 0.22
N -15.7957 -9.1461 -6.4638 -0.1 -0.4 0.0 -0.49
H -14.5718 -7.3044 -4.3470 0.2 0.8 0.2 0.07
H -15.5923 -6.1781 -5.3997 -0.1 0.0 0.4 0.37
H -14.0073 -6.7009 -5.9654 0.2 0.1 0.3 -0.14
C -8.9899 -7.7767 -11.4168 0.7 0.6 1.2 -0.95
C -8.9786 -6.8611 -10.2702 -0.1 -0.2 -1.0 0.48
N -8.9168 -6.1370 -9.3965 0.5 1.5 1.7 -0.24
H -8.8346 -7.2069 -12.3275 -0.4 0.0 -0.1 0.36
H -9.8934 -8.3685 -11.3302 0.0 -0.1 -0.5 0.21
H -8.0938 -8.3718 -11.2384 -0.2 -0.4 -0.3 0.29
C -7.1471 -11.7315 -6.2037 -0.2 -0.8 0.9 -0.41
C -6.1512 -11.0101 -5.4276 0.3 0.2 -0.3 0.27
N -5.3915 -10.3956 -4.8257 0.0 0.0 0.1 -0.43
H -7.9601 -11.0553 -6.4412 0.0 -0.1 -0.4 -0.07
H -7.5399 -12.5178 -5.5499 -0.2 0.2 0.0 0.31
H -6.7562 -12.3015 -7.0422 0.2 0.6 -0.3 0.34
Cl -9.5925 -13.7831 -8.6827 -0.1 0.1 0.1 -0.18
C -10.6973 -12.3946 -8.8056 -0.6 0.5 -0.5 -0.10
C -10.4040 -11.5685 -10.0360 1.0 -0.4 -0.2 -0.62
Cl -8.8604 -10.6510 -9.7879 -0.3 -0.2 -0.1 -0.19
H -10.6268 -11.7933 -7.9050 0.0 -0.1 0.1 -0.02
H -11.7159 -12.7568 -8.9475 0.1 -0.2 0.4 0.36
H -11.1698 -10.8632 -10.3436 -0.1 0.1 0.5 0.33
H -10.2348 -12.2539 -10.8649 0.1 0.1 -0.1 0.45